# 1
C20H26N4O5 | wB97M-V/def2-TZVPD

The geometry in ORCA input format:
```
! RIJCOSX wB97M-V def2-TZVPD def2/J DEFGRID3
* xyz 0 1
C -6.470 -0.979 -2.685
C -4.978 -1.231 -2.520
H -4.809 -2.239 -2.129
H -4.449 -1.106 -3.468
O -4.376 -0.285 -1.640
C -4.534 -0.537 -0.316
O -5.087 -1.521 0.119
N -4.027 0.449 0.454
C -3.264 1.574 -0.030
H -3.296 1.594 -1.117
C -1.820 1.473 0.468
N -1.833 1.410 1.919
C -0.523 1.588 2.521
C 0.485 0.528 2.070
O 0.443 -0.615 2.471
N 1.362 1.000 1.141
C 2.416 0.393 0.485
C 3.265 1.151 -0.323
N 4.231 0.328 -0.861
C 4.022 -0.940 -0.425
C 4.738 -2.099 -0.709
C 4.322 -3.285 -0.143
C 3.196 -3.300 0.701
C 2.480 -2.168 0.993
C 2.885 -0.951 0.429
H 1.626 -2.198 1.648
H 2.893 -4.244 1.130
C 5.051 -4.566 -0.411
H 5.900 -4.404 -1.069
H 5.409 -4.998 0.523
H 4.382 -5.290 -0.875
H 5.599 -2.062 -1.360
H 4.959 0.643 -1.479
C 3.177 2.564 -0.572
O 2.307 3.288 -0.115
O 4.165 3.020 -1.371
C 4.141 4.411 -1.646
H 4.208 4.983 -0.718
H 5.001 4.610 -2.280
H 3.215 4.681 -2.159
H 1.319 1.993 0.908
H -0.644 1.507 3.605
H -0.170 2.593 2.276
C -2.534 0.218 2.365
C -3.985 0.299 1.892
H -4.530 -0.608 2.155
H -4.468 1.169 2.348
H -2.507 0.183 3.455
H -2.072 -0.703 1.977
H -1.265 2.361 0.156
H -1.347 0.584 0.017
H -3.713 2.491 0.369
H -6.646 0.038 -3.028
H -6.880 -1.676 -3.410
H -6.972 -1.123 -1.732
*
```

- Structure (SMILES): CCOC(=O)N1CCN(CC(=O)Nc2c(C(=O)OC)[nH]c3cc(C)ccc23)CC1
- Highest occupied orbital energy: -7.79 eV
- E_LUMO: 0.27 eV
- Maximum force: 0.84 eV/A
- HOMO-LUMO gap: 8.063 eV
- E_tot: -37361.80018 eV

# 2
C20H26N4O5 | wB97M-V/def2-TZVPD

The geometry in ORCA input format:
```
! RIJCOSX wB97M-V def2-TZVPD def2/J DEFGRID3
* xyz 0 1
C 2.299 3.320 4.047
H 2.516 2.589 4.821
H 3.141 4.005 3.986
C 2.073 2.648 2.697
H 1.930 3.429 1.945
H 2.962 2.077 2.421
C 0.853 1.717 2.683
C 1.119 0.429 3.458
H 1.851 -0.183 2.939
H 1.502 0.662 4.448
H 0.204 -0.145 3.584
C 0.447 1.452 1.217
N -0.633 0.488 1.125
C -1.510 0.592 0.082
O -1.545 1.560 -0.656
N -2.390 -0.457 -0.068
C -2.455 -1.598 0.743
C -2.426 -1.555 2.132
C -2.484 -2.727 2.867
C -2.586 -3.950 2.225
C -2.653 -4.004 0.844
C -2.596 -2.835 0.098
N -2.664 -2.861 -1.290
C -2.969 -1.783 -2.066
O -3.085 -1.863 -3.264
C -3.193 -0.503 -1.272
H -2.935 0.361 -1.888
H -4.261 -0.444 -1.020
H -2.591 -3.756 -1.757
H -2.743 -4.952 0.335
H -2.624 -4.862 2.798
H -2.455 -2.682 3.944
H -2.372 -0.600 2.631
H -0.401 -0.438 1.457
H 0.065 2.379 0.788
C 1.609 0.917 0.384
O 2.132 -0.168 0.672
N 2.003 1.609 -0.683
C 3.197 1.223 -1.441
C 3.522 2.463 -2.266
H 4.049 2.194 -3.179
C 2.135 3.036 -2.545
H 2.159 4.084 -2.834
H 1.659 2.460 -3.337
C 1.404 2.822 -1.223
H 0.328 2.692 -1.357
H 1.588 3.662 -0.542
H 4.126 3.162 -1.687
H 3.993 0.946 -0.737
C 2.945 -0.010 -2.349
O 3.073 0.035 -3.539
O 2.616 -1.111 -1.701
H 2.527 -0.949 -0.719
H 0.011 2.239 3.152
H 1.418 3.884 4.342
*
```

- Structure (SMILES): CC[C@H](C)[C@H](NC(=O)N1CC(=O)Nc2ccccc21)C(=O)N1CCC[C@@H]1C(=O)O
- Highest occupied orbital energy: -8.64 eV
- E_LUMO: 0.60 eV
- Maximum force: 0.77 eV/A
- HOMO-LUMO gap: 9.240 eV
- E_tot: -37363.10130 eV

# 3
C20H26N8O2 | wB97M-V/def2-TZVPD

The geometry in ORCA input format:
```
! RIJCOSX wB97M-V def2-TZVPD def2/J DEFGRID3
* xyz 0 1
C -1.402 2.263 -0.952
C -0.698 1.917 0.279
N -0.219 1.516 1.219
H -1.147 3.312 -1.105
H -2.477 2.225 -0.778
H -1.013 1.647 -1.763
C 0.686 -0.500 0.773
C 0.360 -0.397 -0.699
N 0.106 -0.304 -1.880
H 1.763 -0.345 0.837
H 0.558 -1.530 1.104
H 0.161 0.276 1.331
C -0.227 -2.410 -2.141
C -0.168 -3.428 -3.167
N -0.051 -4.209 -4.000
H -1.101 -1.775 -2.290
H 0.612 -1.715 -2.143
H -0.283 -2.964 -1.203
C -0.590 1.464 3.760
C -0.167 0.179 3.226
N 0.243 -0.836 2.822
H -0.264 2.229 3.056
H -0.147 1.585 4.749
H -1.679 1.503 3.764
C 2.587 2.735 1.399
C 2.861 1.408 0.940
N 3.025 0.351 0.544
H 2.668 3.442 0.573
H 3.245 3.070 2.201
H 1.602 2.784 1.864
C 3.317 -1.402 1.198
C 4.100 -2.477 1.922
N 4.744 -3.364 2.350
H 2.689 -0.864 1.909
H 2.586 -1.781 0.484
H 3.911 -0.650 0.679
C -0.309 0.894 -3.658
C -0.331 2.248 -3.151
N -0.233 3.310 -2.670
H -1.268 0.678 -4.129
H -0.173 0.162 -2.862
H 0.487 0.788 -4.395
C -1.393 -1.212 1.759
C -1.302 -2.112 0.746
C -1.692 -1.857 -0.567
C -2.328 -0.595 -0.851
C -2.447 0.328 0.209
C -1.935 0.019 1.472
N -2.902 -0.327 -2.142
O -3.459 0.764 -2.229
O -2.604 -1.085 -3.064
H -0.960 -1.396 2.731
H -0.855 -3.047 1.052
H -1.551 -2.575 -1.361
H -2.938 1.270 0.016
H -1.998 0.787 2.229
*
```

- Highest occupied orbital energy: -9.21 eV
- E_LUMO: -1.31 eV
- Maximum force: 15.41 eV/A
- HOMO-LUMO gap: 7.900 eV
- E_tot: -37146.21018 eV